[1]
DFT (ωB97M-V/def2-TZVPD) results for a gas-phase ion, C2H5N2S (charge +1) in a non-equilibrium geometry.

Values from the calculation:
Kohn-Sham gap   8.002 eV
ΔE to the lowest compared entry with this formula, charge and spin   78.1 kcal per mole
Net charge   +1
HOMO   -12.466 eV
Maximum force   4.2 eV Å⁻¹
M   89.14 g/mol

XYZ file:
```
10
Properties=species:S:1:pos:R:3:nbo_charge:R:1
C -0.5485 1.8926 -0.3865 0.360
C 0.1589 -0.6943 -0.2605 -0.533
N -1.3031 2.5179 -1.0465 -0.493
N 0.3883 -1.4865 1.0150 -0.723
S 0.8244 1.0472 0.0479 0.345
H 0.6401 -0.9286 -1.1442 0.209
H -1.6778 2.7198 -1.9926 0.494
H -0.5139 -1.5698 1.5697 0.461
H 1.2207 -1.1355 1.5274 0.430
H 0.8109 -2.3629 0.6703 0.451
```


[2]
DFT (ωB97M-V/def2-TZVPD) results for a gas-phase ion, C4H8BO4 (charge -1) in a non-equilibrium geometry.

Values from the calculation:
Kohn-Sham gap   6.400 eV
SMILES   C[C@H](CC(=O)[O-])B(O)O
ΔE to the lowest compared entry with this formula, charge and spin   0.0 kcal per mole
Net charge   -1
HOMO   -3.851 eV
Maximum force   2.4 eV Å⁻¹
M   130.92 g/mol

XYZ file:
```
17
Properties=species:S:1:pos:R:3:nbo_charge:R:1
B 1.1649 1.0140 0.2216 1.103
C -1.1147 -1.9744 -1.0083 0.771
C -1.4474 0.7527 0.6536 -0.608
C 0.0759 -1.1291 -0.3695 -0.501
C -0.2498 0.5288 -0.2501 -0.574
O -0.9322 -3.1968 -0.9040 -0.784
O -2.0473 -1.3596 -1.5287 -0.779
O 2.1434 1.2383 -0.7185 -0.896
O 1.4667 1.1072 1.5599 -0.899
H -1.2158 0.4610 1.6757 0.190
H -2.2777 0.1604 0.2815 0.244
H -1.7329 1.8064 0.6477 0.181
H 0.2789 -1.5116 0.6296 0.194
H 0.9533 -1.2573 -0.9996 0.200
H -0.4992 0.8143 -1.2705 0.234
H 3.0350 1.3103 -0.3748 0.463
H 2.3988 1.2354 1.7545 0.465
```


[3]
DFT (ωB97M-V/def2-TZVPD) results for C2H5N3OS in the gas phase in a non-equilibrium geometry.

Values from the calculation:
Kohn-Sham gap   9.215 eV
SMILES   O/N=C\N/C=N\S
ΔE to the lowest compared entry with this formula, charge and spin   87.5 kcal per mole
Net charge   0
HOMO   -8.536 eV
Maximum force   4.0 eV Å⁻¹
M   119.15 g/mol

XYZ file:
```
12
Properties=species:S:1:pos:R:3:nbo_charge:R:1
C 0.8554 -0.0653 -1.7738 0.184
C 0.0663 0.0751 0.6160 0.256
H 3.4532 0.9731 -0.6652 0.487
H 0.6148 -0.2232 -2.7782 0.208
H -0.8396 -0.9587 -0.9946 0.415
H 1.0242 0.3452 0.8111 0.200
H -2.9858 0.0310 2.2225 0.121
N 2.0913 0.3551 -1.7445 -0.171
N 0.0109 -0.4177 -0.6817 -0.648
N -0.7428 0.0929 1.5563 -0.576
O 2.6177 0.5146 -0.4538 -0.588
S -2.3284 -0.2847 1.1294 0.112
```


[4]
DFT (ωB97M-V/def2-TZVPD) results for a molecular structure, C37H50IrN2O2S2SiTe.

Values from the calculation:
<S²>   6.04
Kohn-Sham gap (spin up / spin down)   6.618 / 3.388 eV
ΔE to the lowest compared entry with this formula, charge and spin   16.2 kcal per mole
Net charge   +1
HOMO (spin up / spin down)   -9.287 / -9.265 eV
Maximum force   0.6 eV Å⁻¹
M   966.86 g/mol
Spin multiplicity   5

XYZ file:
```
96
Properties=species:S:1:pos:R:3:mulliken_spin:R:1
Ir 1.4874 -1.6381 -0.6827 1.618
C -4.2137 0.1152 -3.6371 0.007
Si -2.5612 0.9707 -3.8324 -0.019
C -2.4066 1.6918 -5.5548 0.006
C -2.4060 2.3258 -2.5620 0.038
C -1.2628 -0.4173 -3.6854 0.022
C -1.3538 -1.4420 -4.6300 -0.033
C -0.5521 -2.5650 -4.5650 0.119
C 0.3457 -2.6779 -3.5075 -0.020
N 0.4593 -1.7286 -2.6079 0.149
C -0.3021 -0.6149 -2.6865 -0.005
S 0.0588 0.4566 -1.3712 0.892
H -5.0198 0.8474 -3.6769 0.000
H -4.2785 -0.4060 -2.6817 0.001
H -4.3945 -0.6166 -4.4246 0.000
H -3.1454 2.4783 -5.6960 0.000
H -2.5788 0.9431 -6.3276 0.000
H -1.4225 2.1253 -5.7200 -0.001
H -3.2035 3.0450 -2.7466 0.001
H -1.4534 2.8531 -2.6048 -0.005
H -2.5286 1.9392 -1.5538 -0.007
H -2.0822 -1.3688 -5.4277 0.004
H -0.6332 -3.3566 -5.2949 -0.001
H 0.9768 -3.5461 -3.3744 0.001
C -1.5086 -4.1524 0.7990 0.006
C -1.0753 -3.0684 -0.1488 -0.032
O -1.7175 -2.7443 -1.1359 0.187
N 0.0900 -2.4251 0.1955 0.919
Te -0.1777 -1.6921 3.2447 0.001
C -0.2229 -1.2010 5.3012 0.013
C -1.1992 -0.3520 5.8196 -0.001
C -2.3247 0.2113 5.0066 0.001
C -1.1310 -0.0022 7.1696 0.001
C -0.1409 -0.4847 8.0061 0.000
C -0.0773 -0.0892 9.4534 0.000
C 0.7977 -1.3602 7.4725 0.001
C 0.7760 -1.7304 6.1350 0.000
C 1.8354 -2.6618 5.6230 0.002
C -0.3062 0.2843 2.5006 0.018
C -1.3047 0.6477 1.5863 0.003
C -2.4443 -0.2305 1.1562 0.022
C -1.2930 1.9470 1.0622 0.017
C -0.3282 2.8758 1.4034 -0.008
C -0.3153 4.2493 0.7922 0.003
C 0.6405 2.4956 2.3200 0.015
C 0.6710 1.2223 2.8825 0.003
C 1.7471 0.9128 3.8776 0.001
H -2.0337 -4.9204 0.2337 0.001
H -2.2054 -3.7289 1.5249 0.003
H -0.6693 -4.5816 1.3399 -0.001
H -2.5545 -0.4067 4.1369 -0.001
H -2.0865 1.2148 4.6463 0.000
H -3.2242 0.2791 5.6187 0.000
H -1.8902 0.6565 7.5750 0.000
H -0.9134 0.5517 9.7260 0.000
H 0.8469 0.4502 9.6661 0.000
H -0.0961 -0.9679 10.0986 0.000
H 1.5692 -1.7646 8.1173 0.000
H 2.4257 -3.0542 6.4508 0.000
H 2.5127 -2.1519 4.9351 0.000
H 1.4102 -3.5127 5.0897 0.000
H -2.3467 -1.2530 1.5026 -0.004
H -2.5249 -0.2571 0.0666 -0.007
H -3.3839 0.1609 1.5528 -0.003
H -2.0714 2.2315 0.3665 0.005
H -1.2468 4.4572 0.2673 0.000
H 0.5033 4.3441 0.0744 -0.001
H -0.1705 5.0173 1.5511 0.000
H 1.3971 3.2138 2.6150 0.001
H 2.4999 1.7021 3.8751 0.000
H 2.2408 -0.0338 3.6521 0.000
H 1.3412 0.8339 4.8860 0.001
C 2.7096 -1.4045 0.9638 0.002
H 3.7466 -1.4977 0.6287 0.010
H 2.5264 -2.1552 1.7285 0.010
H 2.5772 -0.4172 1.4056 0.014
C 0.7496 1.1473 -7.5959 -0.001
C 1.4284 1.0076 -6.2675 0.005
C 2.0990 -0.1733 -5.9404 0.006
C 2.7067 -0.3300 -4.7104 -0.014
C 2.6402 0.7094 -3.7914 0.000
C 1.9629 1.8834 -4.0807 0.017
C 1.3778 2.0314 -5.3281 -0.002
S 3.3362 0.5228 -2.1758 0.017
C 5.0825 0.5327 -2.5531 0.002
O 3.1296 -0.9529 -1.8155 -0.001
H 1.3015 0.6257 -8.3760 0.000
H 0.6468 2.1920 -7.8827 0.000
H -0.2521 0.7144 -7.5546 0.001
H 2.1481 -0.9743 -6.6660 0.004
H 3.2143 -1.2519 -4.4570 -0.003
H 1.8991 2.6742 -3.3453 0.000
H 0.8742 2.9566 -5.5736 0.000
H 5.2877 -0.2197 -3.3096 0.001
H 5.6123 0.3083 -1.6316 0.000
H 5.3458 1.5253 -2.9107 0.001
```